No. 1
# C33H47F3IO13PS3

A cluster of 4 separate species, C33H47F3IO13PS3 in total in a non-equilibrium geometry (ωB97M-V/def2-TZVPD, the OMol25 dataset).

Last column: Löwdin charge in e.
Positions of all 101 atoms, in Å:
C -3.928 3.707 2.555  -0.102
O -2.971 3.785 1.506  -0.185
C -1.821 2.995 1.757  -0.236
C -1.109 2.791 0.409  -0.140
C -0.226 1.522 0.400  -0.136
C -0.978 0.307 -0.246  -0.099
C -1.814 -0.312 0.829  -0.091
C -3.133 -0.198 0.970  -0.057
C -4.034 0.587 0.047  -0.071
O -4.972 -0.235 -0.681  0.075
C -4.640 -0.395 -1.975  -0.722
F -3.387 -0.885 -2.096  0.157
F -4.739 0.729 -2.689  0.168
F -5.460 -1.296 -2.509  0.181
C -3.806 -0.850 2.153  -0.239
O -4.925 -1.306 2.106  0.161
C -2.940 -0.879 3.405  -0.001
C -3.476 -0.790 4.669  -0.188
O -4.830 -0.718 4.826  0.090
C -2.627 -0.813 5.758  -0.260
O -3.222 -0.768 7.003  0.019
C -1.255 -0.886 5.655  -0.281
P -0.365 -0.893 7.264  0.965
C -0.961 0.622 8.167  -0.276
C 1.449 -0.588 7.130  -0.291
C -0.742 -0.985 4.358  -0.228
C 0.749 -1.101 4.116  -0.127
C 1.301 -2.484 4.512  -0.762
O 2.453 -2.724 4.703  -0.002
I -0.101 -4.155 4.682  0.855
C -1.570 -0.999 3.259  -0.073
C -1.079 -1.145 1.854  -0.258
O -0.193 -1.888 1.484  0.113
H -3.858 4.628 3.147  0.088
H -3.771 2.850 3.220  0.076
H -4.916 3.635 2.094  0.086
H -1.147 3.478 2.480  0.133
H -2.094 2.016 2.173  0.098
H -1.886 2.737 -0.356  0.103
H -0.508 3.681 0.210  0.119
H -0.035 1.277 1.454  0.112
H 0.727 1.689 -0.100  0.092
H -1.541 0.650 -1.109  0.105
H -0.200 -0.375 -0.596  0.116
H -4.639 1.243 0.680  0.142
H -3.495 1.249 -0.626  0.115
H -5.120 0.189 4.961  0.124
H -3.415 0.152 7.211  0.106
H -0.172 0.955 8.845  0.036
H -1.881 0.430 8.711  0.025
H -1.119 1.452 7.466  0.046
H 1.779 -0.325 8.140  0.040
H 2.006 -1.473 6.838  0.023
H 1.683 0.287 6.516  0.041
H 1.327 -0.311 4.590  0.112
H 0.988 -1.025 3.054  0.096
C -4.059 1.695 -6.016  -0.229
C -4.263 2.118 -7.476  -0.215
C -3.705 3.539 -7.625  -0.221
S -2.410 3.701 -6.389  0.660
O -2.817 4.688 -5.422  -0.318
O -1.129 3.765 -7.042  -0.324
C -2.624 2.077 -5.669  -0.231
H -4.234 0.629 -5.875  0.114
H -4.756 2.239 -5.373  0.117
H -3.716 1.437 -8.132  0.116
H -5.313 2.077 -7.765  0.113
H -3.277 3.708 -8.610  0.101
H -4.462 4.292 -7.415  0.104
H -2.435 2.123 -4.599  0.102
H -1.911 1.406 -6.148  0.108
C 5.593 -1.034 0.523  -0.212
C 4.316 -1.852 0.295  -0.204
C 3.124 -0.912 0.512  -0.215
S 3.709 0.739 0.104  0.660
O 3.690 1.541 1.303  -0.325
O 3.073 1.181 -1.113  -0.328
C 5.397 0.267 -0.245  -0.225
H 6.480 -1.567 0.183  0.114
H 5.711 -0.825 1.589  0.119
H 4.305 -2.229 -0.731  0.107
H 4.262 -2.713 0.960  0.116
H 2.285 -1.163 -0.133  0.095
H 2.802 -0.906 1.552  0.089
H 6.071 1.061 0.069  0.111
H 5.481 0.105 -1.320  0.086
C 4.934 -4.236 -4.012  -0.222
C 4.900 -3.799 -5.482  -0.213
C 5.551 -2.412 -5.564  -0.217
S 6.724 -2.328 -4.207  0.665
O 6.279 -1.320 -3.276  -0.325
O 8.065 -2.335 -4.727  -0.316
C 6.348 -3.938 -3.522  -0.231
H 4.686 -5.290 -3.897  0.116
H 4.209 -3.653 -3.438  0.114
H 5.470 -4.509 -6.086  0.117
H 3.884 -3.779 -5.874  0.114
H 6.083 -2.266 -6.501  0.103
H 4.821 -1.617 -5.425  0.106
H 6.432 -3.904 -2.438  0.103
H 7.066 -4.647 -3.933  0.108

Summary:
SMILES: COCCCCC1=C(COC(F)(F)F)C(=O)c2c(O)c(O)c(P(C)C)c(CC(=O)I)c2C1=O.O=S1(=O)CCCC1.O=S1(=O)CCCC1.O=S1(=O)CCCC1
Energy relative to the best compared isomer or geometry (same formula, charge and spin), kJ/mol: 0.00
Total energy, eV: -119646.154
Charge: 0
2S+1: 1
Highest occupied orbital energy, eV: -8.3
F_max, Eh/bohr: 0.034
HOMO-LUMO gap, Eh: 0.2686



No. 2
# C65H91ClF5Ge2N10P3RbS

A structure of composition C65H91ClF5Ge2N10P3RbS in a non-equilibrium geometry (ωB97M-V/def2-TZVPD, the OMol25 dataset).

Last column: Löwdin spin population.
Positions of all 179 atoms, in Å:
Rb -0.523 -0.323 0.784  0.000
C 4.104 -5.214 -1.976  0.000
N 3.171 -4.767 -0.985  0.000
C 2.244 -5.538 -0.349  0.000
C 1.541 -4.699 0.469  0.000
N 2.007 -3.438 0.344  0.000
C 2.976 -3.488 -0.534  0.000
P 4.060 -2.126 -1.054  0.000
C 3.944 -1.024 0.383  0.000
N 2.886 -0.458 0.902  0.000
C 3.328 0.358 1.880  0.000
C 4.693 0.299 1.958  0.000
N 5.089 -0.586 0.999  0.000
C 6.436 -0.980 0.696  0.000
C 2.943 -1.217 -2.164  0.001
N 1.873 -0.549 -1.817  0.000
C 1.429 0.064 -2.933  0.003
C 2.251 -0.231 -3.987  0.002
N 3.227 -1.045 -3.493  0.000
C 4.310 -1.635 -4.226  0.000
H 4.372 -6.255 -1.783  0.000
H 5.002 -4.594 -1.931  0.000
H 3.675 -5.143 -2.981  0.000
H 2.159 -6.589 -0.536  0.000
H 0.752 -4.932 1.153  0.000
H 2.651 0.941 2.471  0.000
H 5.395 0.807 2.590  0.000
H 7.122 -0.456 1.361  0.000
H 6.688 -0.727 -0.338  0.000
H 6.560 -2.057 0.833  0.000
H 0.542 0.665 -2.911  0.002
H 2.218 0.049 -5.021  0.000
H 4.283 -1.291 -5.260  0.000
H 4.226 -2.724 -4.222  0.000
H 5.271 -1.356 -3.780  0.000
C -1.465 -4.450 -1.999  0.004
C -2.446 -4.595 -0.839  0.000
N -2.775 -3.308 -0.259  0.000
C -2.922 -3.336 1.187  0.000
C -1.614 -3.723 1.872  0.000
C -3.858 -2.682 -0.999  0.004
C -4.577 -1.487 -0.371  0.000
N -3.706 -0.390 -0.063  0.001
C -4.214 0.723 0.371  0.000
C -3.339 1.811 0.713  0.000
F -1.993 1.631 0.573  0.000
C -3.767 3.024 1.161  0.000
F -2.846 3.994 1.441  0.000
C -5.113 3.329 1.347  0.000
C -5.999 2.310 1.040  0.000
F -7.337 2.559 1.208  0.000
C -5.601 1.085 0.571  0.000
F -6.614 0.191 0.299  0.000
H -1.173 -5.426 -2.390  0.000
H -1.906 -3.869 -2.803  0.003
H -0.578 -3.924 -1.652  0.001
H -3.351 -5.132 -1.198  0.000
H -1.977 -5.217 -0.076  0.000
H -3.155 -2.317 1.485  0.000
H -3.736 -4.013 1.520  0.000
H -0.789 -3.337 1.276  0.000
H -1.565 -3.269 2.856  0.000
H -1.508 -4.803 1.998  0.000
H -3.444 -2.353 -1.954  0.004
H -4.654 -3.427 -1.225  0.000
H -5.335 -1.199 -1.120  0.000
H -5.129 -1.825 0.522  0.000
H -5.442 4.280 1.723  0.000
C 0.646 4.260 -0.399  0.000
P 1.574 2.745 0.115  0.000
C 2.777 2.777 -1.311  0.000
C 2.609 3.488 1.436  0.000
C 3.956 3.799 1.326  0.000
C 4.652 4.289 2.418  0.000
C 4.010 4.453 3.632  0.000
C 2.670 4.127 3.756  0.000
C 1.962 3.645 2.666  0.000
P 0.190 3.120 2.666  0.000
C -0.536 4.592 3.537  0.000
C 0.240 1.948 4.072  0.000
H 1.309 5.105 -0.595  0.000
H -0.071 4.518 0.377  0.000
H 0.088 3.998 -1.297  0.000
H 3.234 3.752 -1.486  0.000
H 2.217 2.485 -2.197  0.000
H 3.546 2.024 -1.155  0.000
H 4.477 3.662 0.390  0.000
H 5.700 4.542 2.321  0.000
H 4.556 4.838 4.484  0.000
H 2.187 4.243 4.716  0.000
H -0.103 4.761 4.521  0.000
H -1.605 4.416 3.636  0.000
H -0.396 5.477 2.918  0.000
H 0.649 2.386 4.982  0.000
H 0.834 1.088 3.770  0.000
H -0.768 1.580 4.247  0.000
C -4.970 3.861 -2.672  0.000
C -5.160 4.493 -4.046  0.000
C -3.870 4.659 -4.855  0.000
C -3.377 3.388 -5.567  0.000
N -2.759 2.413 -4.694  0.000
C -1.702 2.689 -3.863  0.002
S -1.794 2.349 -2.252  0.003
N -0.547 3.227 -4.334  0.000
C -0.096 3.374 -5.691  0.000
C -0.120 4.843 -6.147  0.000
C 1.113 5.647 -5.733  0.000
C 1.347 5.689 -4.225  0.000
H -5.903 3.886 -2.114  0.000
H -4.220 4.398 -2.097  0.000
H -4.654 2.825 -2.730  0.000
H -5.597 5.487 -3.905  0.000
H -5.875 3.905 -4.628  0.000
H -3.076 5.017 -4.195  0.000
H -4.036 5.419 -5.625  0.000
H -2.669 3.679 -6.346  0.000
H -4.218 2.890 -6.056  0.000
H -3.448 1.892 -4.164  0.000
H 0.152 3.280 -3.608  0.000
H -0.732 2.763 -6.334  0.000
H 0.925 2.985 -5.771  0.000
H -1.007 5.319 -5.728  0.000
H -0.205 4.881 -7.236  0.000
H 0.985 6.669 -6.102  0.000
H 1.996 5.232 -6.226  0.000
H 0.419 5.883 -3.694  0.000
H 2.057 6.477 -3.979  0.000
H 1.758 4.749 -3.866  0.000
Cl 0.571 -3.035 -4.915  0.026
C -1.075 -2.818 -5.467  0.132
C -1.483 -3.529 -6.561  -0.012
C -2.787 -3.399 -7.034  0.169
C -3.654 -2.520 -6.377  -0.006
C -3.241 -1.810 -5.290  0.125
C -1.923 -1.931 -4.728  0.051
C -1.560 -1.276 -3.590  0.433
H -0.791 -4.201 -7.054  -0.004
H -3.115 -3.971 -7.890  0.012
H -4.673 -2.415 -6.739  -0.004
H -3.918 -1.138 -4.782  0.005
H -0.593 -1.405 -3.140  0.022
H -2.257 -0.643 -3.071  0.020
C -1.170 -3.091 7.591  0.000
Ge -1.362 -2.195 5.750  0.000
C -3.002 -3.192 5.109  0.000
C -2.232 -0.435 6.235  0.000
Ge 0.692 -1.796 4.139  0.000
C 1.909 -0.819 5.516  0.000
C 3.236 -0.517 5.223  0.000
C 3.962 0.390 5.973  0.000
C 3.376 1.033 7.052  0.000
C 2.062 0.740 7.376  0.000
C 1.353 -0.174 6.619  0.000
C 1.792 -3.555 4.028  0.000
C 2.955 -3.537 3.267  0.000
C 3.678 -4.687 3.016  0.000
C 3.212 -5.907 3.482  0.000
C 2.020 -5.959 4.187  0.000
C 1.328 -4.791 4.460  0.000
H -2.136 -3.167 8.082  0.000
H -0.499 -2.540 8.241  0.000
H -0.773 -4.095 7.476  0.000
H -3.765 -3.147 5.883  0.000
H -2.803 -4.237 4.883  0.000
H -3.397 -2.717 4.219  0.000
H -3.166 -0.599 6.767  0.000
H -2.447 0.088 5.311  0.000
H -1.608 0.214 6.843  0.000
H 3.714 -1.006 4.384  0.000
H 4.988 0.618 5.709  0.000
H 3.940 1.750 7.636  0.000
H 1.585 1.248 8.209  0.000
H 0.329 -0.391 6.879  0.000
H 3.282 -2.598 2.844  0.000
H 4.598 -4.639 2.438  0.000
H 3.763 -6.818 3.276  0.000
H 1.631 -6.916 4.521  0.000
H 0.398 -4.830 5.016  0.000
F -1.245 -0.626 3.180  0.000

Summary:
Total energy, eV: -262280.068
Charge: -2
2S+1: 2
Highest occupied orbital energy (alpha / beta), eV: 0.2 / 0.2
F_max, Eh/bohr: 0.038
HOMO-LUMO gap (alpha / beta), Eh: 0.0985 / 0.0854



No. 3
# C8H10N6O

A cluster of 2 separate species, C8H10N6O in total in a non-equilibrium geometry (ωB97M-V/def2-TZVPD, the OMol25 dataset).

Last column: Löwdin charge in e.
Positions of all 25 atoms, in Å:
C -2.042 1.581 -1.774  -0.096
C -2.053 1.564 -0.373  -0.081
C -1.153 0.739 -2.460  -0.081
C -1.242 0.664 0.287  -0.077
C -0.269 -0.082 -1.732  -0.049
C -0.335 -0.143 -0.356  -0.268
C 2.577 -2.208 -0.438  -0.319
C 0.383 -1.182 0.401  -0.284
N 2.425 0.089 -0.099  0.011
N 0.363 -0.981 1.836  0.078
N -2.093 0.523 4.370  0.040
N 1.799 1.113 0.310  0.122
N -2.474 1.112 3.530  0.021
N 1.833 -1.132 -0.068  -0.082
O 3.716 -2.188 -0.807  0.071
H -2.645 2.118 -2.498  0.098
H -2.741 2.343 0.076  0.125
H -1.118 0.645 -3.605  0.128
H -1.424 0.693 1.437  0.087
H 0.547 -0.768 -2.187  0.146
H 1.883 -3.035 -0.380  0.128
H 0.130 -0.007 1.986  0.030
H 0.165 -2.185 0.156  0.123
H 1.260 -1.057 2.270  0.077
H 2.510 1.784 0.122  0.055

Summary:
SMILES: [H]/N=N/N(C=O)[C@@H](N)c1ccccc1.N#N
Energy relative to the best compared isomer or geometry (same formula, charge and spin), kJ/mol: 0.00
Total energy, eV: -19444.196
Charge: 0
2S+1: 1
Highest occupied orbital energy, eV: -9.0
F_max, Eh/bohr: 0.074
HOMO-LUMO gap, Eh: 0.3430